(P)
Here is the ion C14H21O with charge +1 from OMol25. Energies are from ωB97M-V/def2-TZVPD.

Output
E_HOMO, Eh: -0.4224
Net charge: +1
Spin multiplicity: 1

Each line ends with the Mulliken charge.
Positions of all 36 atoms, in Å:
C 1.861 -2.378 0.615  -0.508
C 1.678 -0.982 0.705  -0.628
C -0.220 3.711 -0.032  -0.560
C -0.706 3.178 1.062  -0.496
C 0.721 -3.326 0.285  -0.769
C -0.480 -2.983 -0.551  -0.776
C -1.406 -1.966 0.199  -0.647
C -0.995 -1.117 1.352  -0.777
C 0.484 1.963 -1.777  -0.929
C 1.450 1.243 -0.834  -0.953
C -1.665 1.798 -0.373  -0.243
C 0.227 -0.323 1.054  0.681
C -0.742 2.739 -1.121  0.183
C 0.823 -0.048 -0.235  0.285
O -1.404 2.051 1.037  -0.367
H 2.861 -2.739 1.001  0.382
H 2.583 -0.543 1.084  0.547
H 0.216 4.637 -0.319  0.481
H -0.371 3.308 2.096  0.441
H 1.248 -4.313 0.141  0.511
H 0.403 -3.512 1.294  0.443
H -0.030 -2.860 -1.545  0.348
H -0.898 -4.102 -0.544  0.360
H -1.815 -1.356 -0.636  0.249
H -2.379 -2.568 0.384  0.395
H -1.838 -0.395 1.628  0.313
H -0.750 -1.566 2.392  0.416
H 1.133 2.828 -2.308  0.356
H 0.076 1.235 -2.512  0.400
H 2.359 0.804 -1.409  0.361
H 1.941 1.904 0.018  0.344
H -2.695 1.921 -0.564  0.375
H -1.501 0.769 -0.570  -0.315
H 0.494 0.410 1.975  0.188
H -1.188 3.236 -1.897  0.655
H 0.525 -0.656 -1.096  0.255

=====

(Q)
Here is the ion C14H21O with charge +1 from OMol25. Energies are from ωB97M-V/def2-TZVPD.

Output
E_HOMO, Eh: -0.4552
Net charge: +1
Spin multiplicity: 1

Each line ends with the Mulliken charge.
Positions of all 36 atoms, in Å:
C -2.789 -0.337 -0.189  -0.603
C -2.603 0.990 -0.048  -0.129
C -2.005 -1.236 -1.039  -0.578
C -1.538 1.820 -0.627  -0.945
C -0.846 -1.961 -0.262  -1.132
C 2.443 1.175 -0.198  -0.456
C 2.201 -1.398 -0.682  -0.790
C 1.341 2.238 -0.258  -0.831
C 1.500 -1.693 0.614  -1.379
C -0.295 1.158 1.530  -1.358
C -0.425 -0.400 1.699  -0.754
C 1.771 0.036 -1.063  -0.083
C 0.136 1.344 0.088  0.647
C 0.138 -1.090 0.497  1.237
O 0.403 0.053 -0.526  -0.296
H -3.655 -0.865 0.245  0.359
H -3.360 1.555 0.525  0.340
H -2.736 -2.032 -1.454  0.448
H -1.719 -0.897 -2.033  0.342
H -1.337 1.488 -1.670  0.336
H -1.695 2.842 -0.516  0.473
H -1.363 -2.656 0.495  0.382
H -0.140 -2.555 -0.916  0.358
H 3.456 1.570 -0.632  0.408
H 2.453 0.861 0.880  0.151
H 3.272 -1.412 -0.532  0.458
H 1.876 -2.016 -1.465  0.490
H 1.399 3.098 0.370  0.447
H 1.324 2.580 -1.330  0.325
H 1.598 -2.768 0.741  0.315
H 2.003 -1.232 1.379  0.597
H -1.288 1.573 1.743  0.429
H 0.238 1.482 2.279  0.579
H -0.009 -0.808 2.687  0.419
H -1.569 -0.706 1.737  0.305
H 1.821 0.196 -2.069  0.490

=====

Verdict on stability: (Q) comes out on top.

=====

(P)
Here is the molecule C6H5F3N2O2 from OMol25. Energies are from ωB97M-V/def2-TZVPD.

Output
E_HOMO, Eh: -0.3476
Spin multiplicity: 1
SMILES string: NC(=O)[C@@H](c1cnco1)C(F)(F)F

Each line ends with the Mulliken charge.
Positions of all 18 atoms, in Å:
C 0.534 1.542 -0.859  0.084
C 2.383 1.490 0.119  -0.096
C 0.437 0.677 0.205  -0.371
C -0.571 -1.595 -0.230  0.361
C -0.709 -0.253 0.548  0.214
C -2.068 0.345 0.289  0.648
N 1.775 2.070 -0.833  -0.586
N 0.562 -2.270 -0.040  -0.347
O -1.448 -1.969 -0.927  -0.516
O 1.639 0.600 0.770  -0.389
F -2.267 1.505 0.925  -0.263
F -2.280 0.484 -1.049  -0.243
F -2.986 -0.517 0.813  -0.276
H -0.020 1.964 -1.662  0.510
H 3.470 1.659 0.423  0.334
H -0.547 -0.592 1.535  0.529
H 1.498 -1.879 -0.032  0.183
H 0.599 -3.261 0.005  0.225

=====

(Q)
Here is the molecule C6H5F3N2O2 from OMol25. Energies are from ωB97M-V/def2-TZVPD.

Output
E_HOMO, Eh: -0.3208
Spin multiplicity: 1
SMILES string: [H]/N=C(F)/C(/C=C\C(F)=C\F)=[N+](/[O-])O

Each line ends with the Mulliken charge.
Positions of all 18 atoms, in Å:
C -1.487 0.362 0.654  -0.403
C -1.559 -0.993 0.750  -0.697
C -0.382 0.972 -0.031  0.332
C -0.453 -1.925 0.448  0.165
C 0.845 -1.655 0.590  0.059
C 0.361 0.254 -1.021  0.440
N 1.482 0.542 -1.494  -0.702
N 0.032 2.141 0.416  0.783
O -0.557 2.695 1.304  -0.691
O 1.050 2.796 -0.241  -0.440
F -0.812 -3.158 0.081  -0.300
F 1.810 -2.483 0.263  -0.275
F -0.381 -0.707 -1.624  -0.282
H -2.118 1.183 0.914  0.461
H -2.313 -1.583 1.135  0.491
H 1.260 -0.768 1.030  0.448
H 2.053 0.141 -2.184  0.252
H 1.171 2.183 -0.988  0.360

=====

Verdict on stability: (P) comes out on top.

=====

(P)
Here is a cluster of 2 separate species, C2HN2O3 in total from OMol25. Energies are from ωB97M-V/def2-TZVPD.

Output
E_HOMO (spin up / spin down), Eh: -0.1526 / -0.1545
Net charge: -1
Spin multiplicity: 1

Each line ends with the Mulliken charge.
Positions of all 8 atoms, in Å:
C 1.595 0.943 0.172  0.564
C -1.844 0.013 -0.162  0.373
N 1.613 0.317 1.162  -0.808
N 0.068 -1.414 -0.493  -0.595
O 1.555 1.553 -0.868  -0.684
O -2.909 0.439 0.155  -0.451
O -0.966 -0.781 -0.022  0.219
H 0.888 -1.070 0.056  0.383

=====

(Q)
Here is a cluster of 2 separate species, C2HN2O3 in total from OMol25. Energies are from ωB97M-V/def2-TZVPD.

Output
E_HOMO, Eh: -0.1931
Net charge: -1
Spin multiplicity: 1

Each line ends with the Mulliken charge.
Positions of all 8 atoms, in Å:
C -2.522 -0.175 0.119  0.420
C 1.665 0.592 0.042  0.646
N 0.633 -0.263 -0.293  -0.074
N -1.334 -0.062 0.248  -0.482
O -3.661 -0.342 -0.054  -0.593
O 2.602 -0.273 -0.226  -0.611
O 1.689 1.786 0.232  -0.603
H 0.929 -1.262 -0.068  0.297

=====

Verdict on stability: (Q) comes out on top.

=====

(P)
Here is the molecule O2 from OMol25. Energies are from ωB97M-V/def2-TZVPD.

Output
E_HOMO, Eh: -0.3949
Spin multiplicity: 1
SMILES string: O=O

Each line ends with the Mulliken charge.
Positions of all 2 atoms, in Å:
O -0.278 0.584 -0.058  0.000
O 0.278 -0.584 0.058  0.000

=====

(Q)
Here is the molecule O2 from OMol25. Energies are from ωB97M-V/def2-TZVPD.

Output
E_HOMO, Eh: -0.4147
Spin multiplicity: 1
SMILES string: O=O

Each line ends with the Mulliken charge.
Positions of all 2 atoms, in Å:
O 0.000 0.000 0.691  0.000
O 0.000 0.000 -0.691  0.000

=====

Verdict on stability: (P) comes out on top.

=====

(P)
Here is the molecule C3H4Cl2S from OMol25. Energies are from ωB97M-V/def2-TZVPD.

Output
E_HOMO, Eh: -0.3392
Spin multiplicity: 1
SMILES string: S[C@H]1[C@@H](Cl)[C@H]1Cl

Each line ends with the Mulliken charge.
Positions of all 10 atoms, in Å:
C -0.708 -0.168 0.381  -0.375
C 0.831 -0.477 0.386  -0.178
C 0.320 0.915 0.360  -0.103
H -0.992 -0.800 -1.865  0.102
H -1.228 -0.255 1.310  0.288
H 1.257 -0.898 1.286  0.338
H 0.518 1.449 1.245  0.341
S -1.879 -0.565 -0.951  -0.116
Cl 1.538 -1.089 -1.083  -0.161
Cl 0.342 1.888 -1.070  -0.136

=====

(Q)
Here is the molecule C3H4Cl2S from OMol25. Energies are from ωB97M-V/def2-TZVPD.

Output
E_HOMO, Eh: -0.3562
Spin multiplicity: 1
SMILES string: C=CC(S)(Cl)Cl

Each line ends with the Mulliken charge.
Positions of all 10 atoms, in Å:
C -0.536 0.712 0.514  -0.605
C 0.421 -0.180 0.628  -0.268
C 1.915 0.024 -0.012  0.350
S 2.263 -1.304 -1.217  -0.162
Cl 3.062 -0.180 1.340  -0.153
Cl 2.122 1.622 -0.721  -0.149
H -1.510 0.529 0.933  0.264
H -0.389 1.655 0.016  0.231
H 0.332 -1.138 1.102  0.333
H 1.513 -0.785 -2.187  0.159

=====

Verdict on stability: (Q) comes out on top.

=====

(P)
Here is the molecule C4H4S2 from OMol25. Energies are from ωB97M-V/def2-TZVPD.

Output
E_HOMO, Eh: -0.3334
Spin multiplicity: 1
SMILES string: C=CC(=S)C=S

Each line ends with the Mulliken charge.
Positions of all 10 atoms, in Å:
C -1.306 1.354 -0.129  -0.753
C -0.143 0.681 0.044  -0.114
C 0.002 -0.770 -0.067  0.593
C 1.359 -1.269 0.143  -0.373
H -1.233 2.418 -0.115  0.266
H -2.281 0.883 -0.309  0.258
H 0.798 1.192 0.350  0.185
H 1.352 -2.286 0.440  0.339
S -1.306 -1.755 -0.153  -0.236
S 2.760 -0.448 -0.204  -0.166

=====

(Q)
Here is the molecule C4H4S2 from OMol25. Energies are from ωB97M-V/def2-TZVPD.

Output
E_HOMO, Eh: -0.3276
Spin multiplicity: 1
SMILES string: C=C(C=S)C=S

Each line ends with the Mulliken charge.
Positions of all 10 atoms, in Å:
C -0.531 1.326 -0.234  -0.676
C -0.092 0.021 -0.177  0.734
C -0.952 -1.236 -0.154  -0.212
C 1.384 -0.018 0.344  -0.461
H 0.256 2.198 0.123  0.163
H -1.584 1.521 -0.341  0.319
H -0.301 -2.152 -0.173  0.246
H 1.935 0.892 0.670  0.279
S -2.566 -1.228 0.052  -0.209
S 2.452 -1.323 -0.109  -0.182

=====

(R)
Here is a structure of composition C4H4S2 from OMol25. Energies are from ωB97M-V/def2-TZVPD.

Output
E_HOMO, Eh: -0.3211
Spin multiplicity: 1

Each line ends with the Mulliken charge.
Positions of all 10 atoms, in Å:
C 0.524 -0.369 -0.153  0.197
C -0.522 1.258 0.709  0.197
C 1.150 -1.083 -1.066  -0.593
C -0.820 -0.135 0.379  -0.428
S -1.509 2.493 1.030  -0.281
S 1.218 1.188 0.575  -0.138
H 2.095 -0.665 -1.427  0.249
H 0.778 -2.069 -1.163  0.282
H -1.668 -0.142 -0.270  0.284
H -1.245 -0.476 1.386  0.230

=====

Verdict on stability: (P) comes out on top.

=====

(P)
Here is the molecule C5H5NO2S from OMol25. Energies are from ωB97M-V/def2-TZVPD.

Output
E_HOMO, Eh: -0.3204
Spin multiplicity: 1

Each line ends with the Mulliken charge.
Positions of all 14 atoms, in Å:
C 1.187 -0.112 0.497  0.215
C 2.204 0.519 1.125  -0.782
C 3.841 1.617 -0.880  -0.056
C 1.299 0.998 -1.540  0.458
C -0.722 -0.378 -1.064  -0.925
N 0.602 0.100 -0.828  0.125
O 0.853 1.813 -2.256  -0.471
O 2.808 1.052 -1.552  -0.200
S 3.538 1.664 0.747  -0.012
H 0.505 -0.826 0.974  0.326
H 2.309 0.289 2.165  0.316
H -1.303 0.408 -1.493  0.366
H -0.677 -1.163 -1.803  0.311
H -1.277 -0.675 -0.151  0.328

=====

(Q)
Here is the molecule C5H5NO2S from OMol25. Energies are from ωB97M-V/def2-TZVPD.

Output
E_HOMO (spin up / spin down), Eh: -0.2954 / -0.2954
Spin multiplicity: 1

Each line ends with the Mulliken charge.
Positions of all 14 atoms, in Å:
C -1.422 -0.477 1.606  -0.443
C -1.328 -0.445 0.160  0.400
C -0.473 -1.347 -0.408  -0.342
C 0.915 0.256 0.770  -0.340
C 0.317 0.927 -0.442  -0.134
N 0.728 0.214 -1.624  -0.283
O -1.083 0.878 -0.284  -0.354
O 0.237 -1.131 -1.530  -0.301
S 0.020 0.186 2.201  -0.043
H -2.292 -0.549 2.224  0.407
H -0.449 -2.382 -0.109  0.363
H 1.968 0.429 0.929  0.383
H 0.621 1.972 -0.558  0.412
H 0.320 0.615 -2.466  0.276

=====

Verdict on stability: (P) comes out on top.

=====

(P)
Here is a cluster of 2 separate species, C7H12O3S in total from OMol25. Energies are from ωB97M-V/def2-TZVPD.

Output
E_HOMO (spin up / spin down), Eh: -0.3576 / -0.3577
Spin multiplicity: 1
SMILES string: CC(=O)C=S(=O)=O.C=C(C)C

Each line ends with the Mulliken charge.
Positions of all 23 atoms, in Å:
C 2.707 0.048 -2.667  0.657
C 0.214 -0.136 1.410  -0.978
C 1.466 -0.723 -2.360  -0.561
C -1.032 -0.479 1.166  0.828
C 2.689 1.549 -2.730  -1.123
C -1.966 0.640 0.921  -1.152
C -1.470 -1.907 1.242  -1.149
O 3.684 -0.587 -3.007  -0.537
O -1.058 -1.074 -1.609  -0.526
O -0.119 1.144 -1.344  -0.470
S 0.109 -0.249 -1.491  1.106
H 1.011 -0.890 1.673  0.250
H 0.783 0.857 1.383  0.274
H 1.480 -1.800 -2.424  0.376
H 1.866 1.955 -3.189  0.403
H 3.658 1.811 -3.279  0.295
H 2.645 1.959 -1.730  0.301
H -2.355 0.574 -0.083  0.321
H -1.427 1.516 0.786  0.372
H -2.854 0.895 1.498  0.361
H -2.333 -2.076 1.932  0.320
H -0.668 -2.509 1.499  0.375
H -1.796 -2.258 0.244  0.260

=====

(Q)
Here is the molecule C7H12O3S from OMol25. Energies are from ωB97M-V/def2-TZVPD.

Output
E_HOMO (spin up / spin down), Eh: -0.2971 / -0.2940
Spin multiplicity: 1
SMILES string: CC(=O)OC(C)=S(=O)=C(C)C

Each line ends with the Mulliken charge.
Positions of all 23 atoms, in Å:
C -0.958 -0.791 -1.950  0.779
C 0.569 0.459 1.803  0.666
C 1.145 -0.623 -0.768  0.341
C -2.133 -1.728 -1.912  -1.105
C -0.854 0.196 2.094  -1.277
C 1.135 1.820 1.762  -1.150
C 1.575 0.658 -1.372  -1.231
O -0.811 0.132 -2.707  -0.546
O 0.847 -2.081 1.444  -0.621
O -0.053 -1.173 -1.015  -0.167
S 1.543 -0.842 1.116  0.307
H -1.792 -2.738 -1.706  0.328
H -2.673 -1.684 -2.853  0.353
H -2.799 -1.423 -1.106  0.264
H -1.140 -0.755 1.642  0.349
H -1.507 0.998 1.745  0.326
H -1.001 0.088 3.172  0.339
H 2.222 1.778 1.794  0.349
H 0.770 2.409 2.604  0.390
H 0.846 2.357 0.848  0.221
H 1.672 0.523 -2.450  0.413
H 2.537 0.943 -0.954  0.389
H 0.859 1.477 -1.231  0.284

=====

Verdict on stability: (Q) comes out on top.